Computed, not measured: C2H4OS in the gas phase, with ωB97M-V/def2-TZVPD.

The spin multiplicity is 1. Its total energy is -15021.2010 eV.

```
8
C2H4OS, DFT ωB97M-V/def2-TZVPD
C -1.51736 -0.27796 -0.52971
C -0.18456 -0.10181 0.15754
O -0.18788 -0.45968 1.45039
S 1.14969 0.47973 -0.56093
H -1.44704 -0.01088 -1.58056
H -1.89232 -1.31187 -0.45159
H -2.27402 0.37171 -0.05593
H -1.06713 -0.76852 1.69280
```



Computed, not measured: C2H4OS in the gas phase at a distorted geometry, with ωB97M-V/def2-TZVPD.

The spin multiplicity is 1. Its total energy is -15018.8585 eV.

```
8
C2H4OS, DFT ωB97M-V/def2-TZVPD
S 1.91676 0.26128 0.07509
C 0.30414 -0.14286 0.05741
C -0.92655 0.41910 0.74379
O -0.77003 0.98417 -0.49598
H 1.85344 0.60989 1.28671
H 0.10923 -0.79213 -0.76929
H -1.80268 -0.17759 0.92961
H -0.85793 1.16173 1.64442
```



Please write out number 1 again, unchanged.
Computed, not measured: C2H4OS in the gas phase, with ωB97M-V/def2-TZVPD.

The spin multiplicity is 1. Its total energy is -15021.2010 eV.

```
8
C2H4OS, DFT ωB97M-V/def2-TZVPD
C -1.51736 -0.27796 -0.52971
C -0.18456 -0.10181 0.15754
O -0.18788 -0.45968 1.45039
S 1.14969 0.47973 -0.56093
H -1.44704 -0.01088 -1.58056
H -1.89232 -1.31187 -0.45159
H -2.27402 0.37171 -0.05593
H -1.06713 -0.76852 1.69280
```